The following is a DFT calculation (ωB97M-V with the def2-TZVPD basis set) of 2 unconnected molecules or ions with the total composition C17H17N4O10.

- HOMO-LUMO gap (Ha) = 0.196
- E_LUMO (eV) = 0.806
- charge = -1
- relative energy (zero: lowest compared OMol25 entry of this formula, charge and spin) (eV) = 0.000
- multiplicity = 1

Structure (XYZ):
```
48
Properties=species:S:1:pos:R:3:forces:R:3
C 5.3058 -0.9332 2.0381 0.152 -0.360 0.053
C 4.6112 0.3395 1.6541 -0.730 0.016 -0.129
O 3.1869 0.0898 1.6927 0.771 0.528 0.004
C 2.4258 0.7617 0.8017 -0.740 -0.249 -0.922
C 1.0212 0.3020 0.8434 -0.435 -0.030 0.446
C 0.0274 1.3591 1.0184 1.477 -1.148 0.204
O 0.3228 2.5360 1.1603 -0.525 -0.013 -0.100
O -1.2651 0.9243 1.0291 -0.443 0.716 0.323
C -2.1640 1.9714 1.4504 0.392 0.045 -0.367
C -3.5030 1.3873 1.8019 -0.198 -0.140 0.247
C 0.8256 -1.1464 0.9351 0.879 1.611 -0.201
O 1.6893 -1.9597 0.6274 -0.779 -0.249 0.339
O -0.4067 -1.4813 1.3639 -0.180 -1.302 -0.037
C -0.6684 -2.9041 1.3705 0.170 0.628 -0.086
C -2.1567 -3.0412 1.5474 -0.294 -0.029 0.117
O 2.8559 1.5878 0.0107 0.206 -0.355 0.646
H 6.3831 -0.7767 2.0046 0.137 -0.018 0.043
H 5.0341 -1.2510 3.0457 -0.023 0.016 -0.016
H 5.0564 -1.7406 1.3469 -0.055 0.075 0.027
H 4.8217 1.1323 2.3804 0.066 0.056 -0.263
H 4.8839 0.6533 0.6426 -0.012 0.137 0.226
H -1.7243 2.4633 2.3278 -0.139 0.085 -0.335
H -2.2325 2.6966 0.6279 -0.058 0.002 0.319
H -4.2276 2.1993 1.8692 -0.084 0.024 -0.019
H -3.8667 0.6627 1.0696 0.115 0.056 0.011
H -3.4593 0.9180 2.7884 -0.053 -0.178 -0.160
H -0.3221 -3.3337 0.4192 -0.007 0.004 0.373
H -0.1166 -3.3485 2.2118 -0.063 -0.059 -0.360
H -2.4469 -4.0906 1.5041 -0.030 -0.082 0.019
H -2.4615 -2.6405 2.5206 -0.014 -0.011 -0.189
H -2.6980 -2.5043 0.7600 0.135 -0.056 0.148
N -4.2947 -0.3683 -4.6891 1.773 0.600 1.213
C -3.3686 -0.0528 -4.0501 -1.906 -0.023 -0.969
C -2.2198 0.3186 -3.2778 0.371 0.640 0.639
C -1.9526 1.5674 -2.7130 -0.168 -0.891 -0.429
C -0.6984 1.8226 -2.0774 0.353 -1.435 -0.124
N -0.4020 3.1928 -1.7146 0.691 2.475 0.954
O -1.3771 3.9595 -1.5072 1.452 -1.462 -0.515
O 0.7799 3.5656 -1.6357 -2.256 -1.084 -0.389
C 0.2570 0.8157 -1.8728 0.402 1.902 0.293
C -0.0468 -0.4255 -2.3956 0.290 -2.544 -0.920
N 0.7400 -1.5882 -2.5219 -0.561 1.071 -0.101
O 1.8665 -1.8766 -2.1835 -1.481 0.183 -0.643
O -0.0414 -2.5015 -3.2986 0.198 0.821 0.619
N -1.2785 -1.9351 -3.6616 1.240 1.476 1.279
C -1.2314 -0.7018 -3.1122 -0.107 -1.532 -0.866
H -2.6796 2.3755 -2.7737 0.254 -0.187 -0.080
H 1.2156 0.9996 -1.3793 -0.186 0.270 -0.324
```
Forces are in eV/Å.

Results of the Mulliken charge analysis, in e, for atoms 1 through 6: atom 1 (C): -1.1544, atom 2 (C): -0.2249, atom 3 (O): -0.2656, atom 4 (C): 0.1679, atom 5 (C): 0.4865, atom 6 (C): 0.9237

The following is a DFT calculation (ωB97M-V with the def2-TZVPD basis set) of a molecular structure, C17H17N8O7P2S2Tl.

- HOMO-LUMO gap (Ha) = 0.281
- E_LUMO (eV) = -0.606
- relative energy (zero: lowest compared OMol25 entry of this formula, charge and spin) (eV) = 0.001
- multiplicity = 1

Structure (XYZ):
```
54
Properties=species:S:1:pos:R:3:forces:R:3
Tl 0.4406 -0.8095 0.4974 0.090 0.416 0.085
S 2.3785 -0.3880 2.1387 -0.279 -0.139 -0.225
C 1.5441 1.0687 2.5111 -0.157 0.222 0.018
N 0.4360 1.3707 1.8984 -0.089 0.241 0.051
C -0.1155 2.5567 2.3690 0.103 -0.050 0.046
C -1.3196 3.1218 1.9565 -0.082 -0.027 -0.035
C -1.7257 4.3134 2.5288 0.008 -0.017 -0.018
C -0.9540 4.9470 3.5072 0.047 -0.036 0.004
C 0.2371 4.3881 3.9376 -0.015 0.015 0.014
C 0.6420 3.1900 3.3623 0.052 -0.051 -0.015
S 2.0539 2.2270 3.7076 0.047 -0.029 0.022
H -1.9237 2.6129 1.2153 0.034 0.035 0.038
H -2.6628 4.7601 2.2214 0.013 -0.014 0.005
H -1.2956 5.8774 3.9419 0.008 -0.020 -0.009
H 0.8314 4.8645 4.7074 -0.027 -0.006 -0.029
N 2.1456 -4.6848 -1.1821 -0.032 -0.078 -0.016
C 1.7163 -4.1275 -0.0450 -0.029 -0.016 0.033
N 1.9270 -2.8331 -0.0980 0.132 0.023 -0.176
C 2.4694 -2.6514 -1.3341 -0.005 0.050 0.108
N 2.6336 -3.7550 -2.0232 -0.074 -0.007 0.035
C 2.8497 -1.3173 -1.8152 0.065 -0.008 0.042
C 3.7702 -1.1337 -2.8437 0.048 0.015 -0.054
N 4.1978 0.0713 -3.1903 -0.002 0.003 0.015
C 3.7237 1.1027 -2.4946 0.050 -0.053 -0.056
C 2.7846 0.9334 -1.4930 -0.132 -0.010 0.000
N 2.3301 -0.2733 -1.1752 0.011 -0.125 -0.131
H 2.0736 -5.6431 -1.4788 0.011 -0.004 0.020
H 1.2501 -4.6623 0.7675 0.000 0.018 -0.046
H 4.1613 -1.9882 -3.3824 0.007 0.019 0.023
H 4.1003 2.0861 -2.7466 -0.023 0.000 0.002
H 2.3889 1.7714 -0.9340 0.006 0.012 -0.016
O -1.3540 -4.4767 -1.4792 -0.027 0.155 0.105
P -1.6719 -3.0987 -0.7034 0.171 -0.168 0.003
O -3.0457 -2.6240 -0.9517 0.010 -0.017 -0.019
O -0.5119 -2.1758 -1.0638 0.022 -0.034 0.301
O -1.4467 -3.6042 0.8265 -0.102 0.231 -0.063
P -1.4448 -2.6538 2.1558 -0.083 -0.240 -0.108
O 0.0747 -2.9342 2.6504 0.059 -0.092 -0.074
O -2.4147 -3.0821 3.1614 -0.063 0.071 -0.060
O -1.4155 -1.2221 1.6119 0.200 -0.239 0.072
H -2.1827 -4.9525 -1.6063 -0.023 -0.053 -0.057
H 0.0709 -3.3948 3.4951 -0.038 0.024 0.082
C -3.7941 1.3051 -2.7099 0.027 -0.005 0.086
N -2.5121 1.3429 -2.0171 -0.062 0.053 -0.062
C -1.6663 2.4259 -1.9052 -0.048 -0.089 -0.011
C -0.6044 1.9953 -1.1761 -0.024 -0.093 0.096
N -0.7935 0.6712 -0.8459 0.098 0.077 -0.018
C -1.9544 0.3113 -1.3634 0.007 -0.015 0.029
H -3.8684 2.1730 -3.3587 0.019 0.015 -0.018
H -4.6168 1.3185 -1.9976 0.012 0.012 0.024
H -3.8623 0.4026 -3.3121 0.031 -0.010 0.015
H -1.8997 3.3846 -2.3359 0.015 -0.052 -0.010
H 0.2486 2.5564 -0.8366 -0.010 -0.011 -0.004
H -2.4233 -0.6642 -1.2702 0.023 0.099 -0.043
```
Forces are in eV/Å.

Results of the Mulliken charge analysis, in e, for atoms 1 through 6: atom 1 (Tl): 2.0799, atom 2 (S): -0.3241, atom 3 (C): 0.3575, atom 4 (N): 0.0114, atom 5 (C): -0.7327, atom 6 (C): -0.1602

The following is a DFT calculation (ωB97M-V with the def2-TZVPD basis set) of a molecular structure, C17H17NO12P2Tc.

- HOMO-LUMO gap (spin up / spin down) (Ha) = 0.221 / 0.214
- E_LUMO (spin up / spin down) (eV) = 4.138 / 4.138
- charge = -2
- relative energy (zero: lowest compared OMol25 entry of this formula, charge and spin) (eV) = 0.028
- multiplicity = 2

Structure (XYZ):
```
50
Properties=species:S:1:pos:R:3:forces:R:3
Tc -0.5411 0.1698 0.7146 0.053 -0.020 0.160
O -2.1626 4.3809 5.0635 0.002 -0.023 0.013
C -1.8878 3.5009 4.2760 -0.004 0.091 -0.033
C -2.8624 2.7720 3.3753 -0.027 -0.067 0.015
O -4.0671 2.9632 3.3266 0.005 0.018 -0.002
C -2.0493 1.8425 2.5967 0.080 0.012 -0.017
C -0.6811 1.9622 2.9415 -0.055 0.042 0.007
O 0.2234 1.2834 2.3492 -0.062 -0.048 -0.067
C -0.4988 2.9729 3.9833 0.037 -0.078 0.023
O 0.5345 3.3488 4.5114 -0.009 0.024 -0.005
O -2.4227 1.0297 1.6768 -0.079 0.021 0.043
O -3.3094 -1.4378 2.4513 0.047 0.039 -0.041
P -2.1156 -2.3607 1.9323 -0.034 -0.011 0.026
O -2.0803 -3.6429 2.6495 0.002 0.002 -0.001
O -0.8350 -1.5251 1.8817 -0.027 0.028 -0.035
O -2.5270 -2.6637 0.3749 0.019 0.019 -0.006
P -2.7283 -1.6753 -0.8783 -0.083 -0.039 0.047
O -4.0366 -0.8216 -0.4569 0.007 -0.029 -0.055
O -2.9461 -2.4750 -2.0976 0.012 0.021 0.002
O -1.6084 -0.6465 -0.8878 0.069 0.011 -0.042
H -3.1731 -0.4962 2.1911 -0.017 -0.055 0.005
H -4.7570 -1.4141 -0.2169 0.010 0.013 0.030
C 0.8962 -2.7600 -0.4858 0.024 0.017 0.049
C 1.8296 -1.5448 -0.3914 -0.004 -0.028 -0.024
C 2.9524 -1.8717 0.5999 -0.012 0.014 -0.041
C 1.1584 -0.2686 0.1032 0.037 0.013 0.019
C 2.3400 -1.2273 -1.7921 0.003 0.010 -0.035
C 3.6717 -1.3310 -2.1775 -0.001 0.008 0.011
C 4.0671 -1.0292 -3.4779 0.000 0.003 -0.012
C 3.1336 -0.6159 -4.4139 0.002 -0.003 0.009
C 1.7977 -0.5049 -4.0387 0.019 -0.002 0.000
C 1.4062 -0.8046 -2.7454 -0.029 -0.004 0.006
H 0.5126 -3.0152 0.5004 -0.028 0.009 0.008
H 1.4500 -3.6157 -0.8852 -0.004 0.004 -0.004
H 0.0482 -2.5647 -1.1391 -0.003 -0.012 0.003
H 2.5051 -2.0333 1.5811 0.015 0.001 0.010
H 3.6699 -1.0517 0.6828 0.002 -0.003 0.008
H 3.4864 -2.7826 0.3112 0.001 0.001 -0.005
H 1.9055 0.5426 0.1282 0.012 -0.013 -0.017
H 4.4169 -1.6494 -1.4596 -0.001 -0.001 -0.003
H 5.1116 -1.1189 -3.7557 0.001 0.000 0.002
H 3.4401 -0.3819 -5.4269 0.000 0.000 -0.001
H 1.0562 -0.1847 -4.7612 -0.007 -0.001 0.005
H 0.3649 -0.7157 -2.4490 0.004 0.007 -0.019
C -0.8486 4.3608 -1.2290 -0.019 0.008 0.029
C -0.6399 3.0310 -0.6804 0.059 0.001 -0.029
N -0.4899 1.9798 -0.2544 -0.019 0.007 -0.037
H -0.3692 5.1033 -0.5929 0.002 -0.001 0.001
H -1.9161 4.5708 -1.2782 -0.001 -0.002 0.002
H -0.4250 4.4163 -2.2306 0.002 0.000 0.000
```
Forces are in eV/Å.

Results of the Mulliken charge analysis, in e, for atoms 1 through 6: atom 1 (Tc): 0.3920, atom 2 (O): -0.6708, atom 3 (C): 0.5349, atom 4 (C): -0.1904, atom 5 (O): -0.7052, atom 6 (C): 1.0785

The following is a DFT calculation (ωB97M-V with the def2-TZVPD basis set) of C17H17NO4 in the gas phase.

- HOMO-LUMO gap (Ha) = 0.335
- E_LUMO (eV) = 0.313
- SMILES = CCCCOC(=O)c1ccc(OC(=O)c2cccnc2)cc1
- relative energy (zero: lowest compared OMol25 entry of this formula, charge and spin) (eV) = 13.849
- multiplicity = 1

Structure (XYZ):
```
39
Properties=species:S:1:pos:R:3:forces:R:3
C 4.3494 2.1965 0.8751 1.995 -8.342 -3.738
C 5.8052 1.6150 0.3832 -7.862 -1.996 0.388
C 5.7186 0.6895 -0.7711 -8.104 -2.752 1.911
C 4.9272 -0.7325 -0.3699 0.426 -2.557 0.607
H 5.1277 -1.6772 -1.2094 -0.768 2.938 2.569
H 5.1416 -1.1205 0.7006 0.407 0.523 -2.024
O 3.3682 -0.6359 -0.1615 10.136 14.071 -2.794
C 2.6975 -1.5627 -0.1632 -5.504 -9.693 2.645
O 3.1366 -2.6457 0.0995 0.835 -4.171 -0.497
C 1.3028 -1.3356 -0.0518 -5.848 3.502 -1.624
C 0.7086 0.1849 -0.2706 -4.157 -8.098 0.660
C -0.6988 0.3235 -0.3849 4.550 -4.044 0.979
C -1.4487 -1.0021 -0.1384 -6.702 15.825 -2.179
C -0.9594 -2.0151 0.2591 1.515 -14.624 2.688
C 0.3664 -2.3501 0.0862 3.926 -0.135 2.596
H 0.7049 -3.3506 0.5297 -0.271 1.393 -1.458
H -1.6465 -3.0609 0.4690 1.505 3.500 -0.286
O -2.8861 -0.7828 0.0756 2.089 1.462 -1.528
C -3.4523 0.5169 -0.1469 -7.418 -11.157 1.076
O -3.1299 1.5692 -0.0472 4.156 8.432 0.212
C -5.0612 0.1236 -0.1385 2.622 3.111 1.663
C -6.0238 1.2943 0.0389 6.720 -2.818 -2.129
C -7.2690 1.0546 -0.0290 -4.729 -3.151 2.684
C -7.7390 -0.3319 0.1886 7.892 2.200 -3.437
N -6.8409 -1.2336 -0.1615 -1.119 -2.754 3.307
C -5.4600 -1.1366 0.0401 -2.060 -2.255 -1.730
H -4.8867 -2.2088 0.1035 -1.293 3.260 -0.377
H -8.6893 -0.4784 0.0121 -4.980 -1.404 -0.466
H -8.0642 1.7042 -0.0250 -1.316 2.209 0.006
H -5.4815 2.1646 -0.1217 0.258 2.011 -0.008
H -0.9564 1.3305 -0.5229 -1.478 0.631 -0.407
H 1.4210 0.7692 -0.6144 2.957 3.595 -0.984
H 6.5988 0.3889 -1.0582 4.765 -1.707 -2.076
H 4.9958 0.9022 -1.6100 1.317 1.041 0.614
H 6.2656 2.3744 0.0606 3.855 6.162 -2.185
H 6.1666 1.3614 1.2916 1.905 -1.916 2.384
H 4.4504 2.9529 1.3964 1.556 6.516 6.648
H 3.8144 2.6853 0.2021 -2.091 1.612 -4.591
H 3.6266 1.4596 1.1841 0.311 -0.419 0.880
```
Forces are in eV/Å.

Results of the Mulliken charge analysis, in e, for atoms 1 through 6: atom 1 (C): -1.7503, atom 2 (C): -0.6882, atom 3 (C): -0.5836, atom 4 (C): -0.5756, atom 5 (H): 0.2951, atom 6 (H): 0.3115

no.,F_max (eV/Å),energy (hartree)
1,2.741,-1629.26167
2,0.434,-3274.66967
3,0.169,-2379.55376
4,17.565,-1013.25834